Record 1
One molecule with the formula C12H24N4O3 at a distorted geometry. Source: the OMol25 dataset; level of theory: ωB97M-V/def2-TZVPD.

```
43
Properties=species:S:1:pos:R:3:nbo_charge:R:1
H 0.79 -4.03 0.85 0.20
C -0.93 -2.77 0.82 -0.41
H 4.62 0.69 0.82 0.24
H 1.79 -1.60 0.38 0.41
H 1.48 -5.86 -0.64 0.37
H -1.71 -2.28 0.19 0.20
H -3.01 2.51 -1.65 0.21
N 1.64 -0.75 0.90 -0.62
C -0.81 6.05 -1.36 -0.43
H -1.51 4.92 0.31 0.40
H -1.85 2.78 0.65 0.21
O 2.26 1.30 1.52 -0.65
H -1.36 -1.67 2.58 0.26
C 3.95 0.07 0.26 -0.69
H -1.44 -3.63 1.21 0.20
H -2.32 0.92 -1.43 0.22
C -0.52 -1.88 1.90 -0.42
H 0.16 5.89 -1.91 0.24
H 0.11 -2.50 2.48 0.20
H -0.55 -4.06 -1.83 0.20
C 0.22 -0.64 1.59 -0.13
C -1.43 2.38 -0.25 -0.12
N -0.58 1.19 0.08 -0.61
H -0.93 6.93 -0.71 0.21
H 0.35 -0.36 2.65 0.25
H 3.95 0.28 -0.80 0.24
H 4.30 -0.98 0.50 0.21
H 0.88 -2.65 -0.48 0.18
C -0.88 0.36 1.12 0.68
H -1.55 6.21 -2.16 0.19
C 0.28 -3.43 0.06 -0.39
C 2.53 0.21 0.97 0.67
O -1.98 0.43 1.61 -0.64
N 1.13 -5.17 -1.35 -0.89
C -0.15 -4.48 -0.95 -0.22
O 0.11 3.52 -1.96 -0.63
H 0.35 1.26 -0.32 0.42
C -2.64 1.83 -0.95 -0.62
H 1.05 -5.44 -2.35 0.37
H -3.37 1.39 -0.23 0.24
N -1.05 4.81 -0.60 -0.62
H -0.67 -5.31 -0.48 0.18
C -0.71 3.57 -1.04 0.68
```

- SMILES string = CNC(=O)[C@@H](C)NC(=O)[C@@H](CCCCN)NC(C)=O
- HOMO energy (eV) = -9.1
- frontier orbital gap (eV) = 9.90
- electronic energy (eV) = -24935.2236
- LUMO level (eV) = 0.75



Record 2
An isolated ion of composition C12H24NO2 and charge +1 at a distorted geometry. Source: the OMol25 dataset; level of theory: ωB97M-V/def2-TZVPD.

```
39
Properties=species:S:1:pos:R:3:nbo_charge:R:1
H 1.06 0.84 4.38 0.23
O 0.48 -2.17 1.23 -0.57
H 1.70 2.74 -1.09 0.26
H 3.18 -3.06 1.85 0.22
C -0.35 2.30 -1.83 -0.41
C 1.19 0.91 -0.40 0.15
N 0.48 -0.36 2.81 -0.39
H 0.25 -3.70 0.03 0.21
H 1.58 1.20 -2.27 0.26
C -1.06 1.13 -2.61 -0.38
H -1.03 2.46 -0.95 0.22
H -1.65 -0.16 3.24 0.23
C 1.18 0.85 3.36 -0.41
O 2.53 -1.23 1.81 -0.52
H 0.61 -1.18 3.44 0.44
C -2.43 1.53 -3.12 -0.40
C 1.20 -1.01 1.50 0.69
H 1.91 -2.70 -0.18 0.20
H 1.79 -2.91 3.01 0.20
H -0.37 3.02 -2.66 0.23
H -1.20 0.33 -1.96 0.18
H 0.90 1.70 2.68 0.25
H -2.21 2.33 -3.78 0.19
H 3.32 -1.97 3.39 0.21
H 0.28 -2.38 -1.07 0.22
H -1.07 0.73 1.79 0.22
H -4.39 1.26 -3.98 0.23
H -0.49 0.82 -3.63 0.20
C -0.93 -0.11 2.29 -0.40
H -3.16 2.01 -2.44 0.19
H -1.21 -0.96 1.77 0.24
C 0.72 -2.79 -0.12 -0.25
H 2.21 0.57 3.36 0.24
C 1.26 0.06 0.45 -0.21
C 1.07 1.86 -1.50 -0.49
C 2.69 -2.43 2.59 -0.30
H -3.62 -0.25 -3.06 0.20
H -2.91 0.19 -4.61 0.21
C -3.48 0.53 -3.76 -0.59
```

- SMILES string = CCCCCC#CC(OC)(OC)[NH+](C)C
- HOMO energy (eV) = -13.0
- frontier orbital gap (eV) = 10.43
- charge = +1
- electronic energy (eV) = -18405.9783
- LUMO level (eV) = -2.55



Record 3
One molecule with the formula C12H24O5Si at a distorted geometry. Source: the OMol25 dataset; level of theory: ωB97M-V/def2-TZVPD.

```
42
Properties=species:S:1:pos:R:3:nbo_charge:R:1
H -0.71 -1.70 4.62 0.22
H -0.83 0.11 2.77 0.19
H -2.11 2.76 0.24 0.20
H -1.24 -4.43 -1.20 0.21
C 0.23 4.74 -2.57 -0.27
H 1.90 -1.85 -1.44 0.24
H -2.01 -0.23 -0.62 0.17
O -0.62 0.44 0.72 -0.93
H 0.76 -0.94 5.07 0.21
O 1.87 1.51 -2.11 -0.51
O 0.55 -1.30 2.29 -0.93
C -1.00 -4.45 -0.14 -0.61
O -0.23 -2.17 -0.17 -0.91
H -2.60 0.35 0.99 0.15
H 3.38 -0.91 -1.70 0.20
H 1.93 -0.11 -3.43 0.18
H -1.38 2.08 -1.25 0.23
H 0.40 5.78 -2.73 0.20
H -0.82 4.48 -3.05 0.22
H 0.50 0.12 -2.40 0.21
C 1.61 0.19 -2.41 -0.10
H -1.67 -5.00 0.46 0.21
H -0.81 -3.06 1.49 0.18
C 2.05 -0.27 0.07 -0.95
C -1.87 0.58 0.15 -0.04
Si 0.41 -0.88 0.73 2.33
O -0.28 1.97 -2.93 -0.59
C -0.15 -0.79 4.58 -0.64
C 0.80 2.38 -2.50 0.77
H 1.97 4.02 -1.81 0.21
H 0.81 0.47 3.17 0.17
C -2.12 1.96 -0.53 -0.64
H -3.06 2.13 -1.13 0.22
C 0.08 -0.27 3.21 -0.06
C 1.14 3.81 -2.29 -0.32
H 2.69 -0.75 0.81 0.25
C -1.11 -3.07 0.45 -0.06
H 0.10 -4.85 0.04 0.20
H 2.03 0.81 0.17 0.25
C 2.24 -0.74 -1.40 -0.42
H -0.69 -0.21 5.34 0.22
H -2.13 -2.73 0.45 0.16
```

- SMILES string = C=CC(=O)OCCC[Si](OCC)(OCC)OCC
- HOMO energy (eV) = -9.6
- frontier orbital gap (eV) = 9.74
- electronic energy (eV) = -30949.1586
- LUMO level (eV) = 0.19